Record 1
Here is C36H35F7GaN5Se as an isolated structure from OMol25. Energies are from ωB97M-V with the def2-TZVPD basis set.

Element x y z (Å)
Ga -0.4005 -1.7732 -0.9161
C -5.7606 0.9628 1.5756
C -4.5052 1.0161 0.7036
C -3.4697 1.9885 1.1962
C -3.6581 2.7282 2.3848
C -2.6932 3.6467 2.7817
C -1.6631 4.0092 1.9077
C -1.4710 3.3535 0.6740
C -0.4655 3.9416 -0.3299
C -0.3755 5.4664 -0.5520
C -2.3698 2.2426 0.3846
N -1.8212 1.3025 -0.4429
C -2.3843 1.0937 -1.6145
C -1.9528 0.2098 -2.6616
C -2.3008 0.2699 -4.0049
C -1.4337 -0.5443 -4.6705
C -0.6755 -1.2796 -3.7330
N -1.0056 -0.8373 -2.4672
H -6.4941 0.2592 1.2157
H -6.1292 2.0051 1.5869
H -5.4719 0.7792 2.6149
H -4.8074 1.0932 -0.3464
H -3.9153 0.0975 0.6491
H -4.4938 2.3456 2.9980
H -2.7778 4.1131 3.7690
H -0.9118 4.7301 2.2154
H -0.6439 3.3351 -1.1897
H 0.5090 3.5836 0.0255
H -1.2542 6.0463 -0.1024
H -0.3362 5.6293 -1.6818
H 0.5738 5.8373 -0.1077
H -3.3340 1.5826 -1.8185
H -3.0463 0.9350 -4.3536
H -1.4396 -0.6064 -5.7419
H 0.1270 -2.0324 -3.9691
F 3.6728 -4.5518 -2.7097
C 2.3925 -4.5540 -2.2572
C 1.7844 -3.3336 -2.1522
C 0.6539 -3.3005 -1.3584
C 0.1750 -4.4149 -0.6673
C 0.7251 -5.6212 -1.0154
F 0.0126 -6.8039 -0.7288
C 1.8464 -5.7596 -1.7244
C -0.9584 -4.2154 0.1981
C -1.2690 -5.1478 1.2051
C -2.2667 -4.8705 2.1226
C -3.0098 -3.6652 1.9511
C -2.6803 -2.8211 0.9022
N -1.6943 -3.0951 0.0358
H 2.1537 -2.4119 -2.6162
H 2.2036 -6.7082 -2.0126
H -0.6837 -6.1105 1.1968
H -2.5713 -5.5610 2.9886
H -3.7708 -3.3389 2.6666
H -3.3257 -1.9918 0.5794
F 7.4883 3.8625 -0.9170
C 6.3404 3.2506 -1.3270
C 5.7903 3.4689 -2.6303
F 6.5212 4.0986 -3.5662
C 4.4675 3.0711 -2.9087
F 3.9773 3.3627 -4.1220
C 3.6692 2.4112 -1.9603
Se 1.8560 1.9319 -2.2997
C 4.3953 1.9013 -0.8916
F 3.8643 0.8755 -0.1963
C 5.6752 2.3189 -0.5369
F 6.1608 1.8924 0.6554
C 2.8756 -1.3039 1.4791
C 1.6643 -0.8236 2.2803
C 1.5515 -1.6238 3.6085
C 1.7137 0.6433 2.6096
N 0.4360 -1.0673 1.5529
N 0.3315 -0.3776 0.3284
H 3.8440 -0.9902 1.9591
H 2.9109 -0.7429 0.5659
H 2.9135 -2.4141 1.3183
H 2.4667 -1.4180 4.2523
H 1.6766 -2.7051 3.3645
H 0.6342 -1.4379 4.1514
H 2.6297 0.8017 3.1204
H 0.9163 0.8690 3.3419
H 1.5436 1.3010 1.7218
H -0.3881 -0.8478 2.1385
H 1.2743 -0.0174 -0.0500
H -0.3382 0.4555 0.3742

Output
* max |F|: 4.37 eV Å⁻¹
* frontier orbital gap: 4.6532 eV
* E_LUMO: -0.056 Ha
* energy: -6691.73595 Eh
* HOMO energy: -6.1695 eV
* relative energy (zero: lowest compared OMol25 entry of this formula, charge and spin): 3.831 eV
* total charge: 0

---

Record 2
Here is C36H35GeIN4O5Se2Ti as an isolated structure from OMol25. Energies are from ωB97M-V with the def2-TZVPD basis set.

Element x y z (Å)
Ti -0.3271 -3.1500 -0.1304
N -1.4577 -1.5250 0.7440
C -2.6069 -1.1308 -0.0803
C -3.1809 -2.3972 -0.6665
O -4.3350 -2.5007 -1.0667
N -2.2487 -3.3828 -0.6837
C -2.6810 -4.6940 -1.1003
C -1.6242 -5.6910 -0.6443
O -1.7574 -6.8920 -0.8096
O -0.5826 -5.1219 -0.1143
H -1.8410 -1.7879 1.6725
H -0.8809 -0.7064 0.9246
H -2.2673 -0.4776 -0.8858
H -3.3629 -0.6054 0.5049
H -2.7838 -4.7800 -2.1890
H -3.6555 -4.9487 -0.6781
Se 0.2192 -3.4698 2.5140
Se -1.7519 0.4348 3.7052
C -2.5934 -1.1780 4.1813
C -3.1255 -1.3710 5.4771
C -3.7373 -2.5570 5.8057
C -3.8240 -3.5739 4.8540
C -3.2744 -3.3222 3.6132
N -2.6856 -2.1742 3.2769
C 1.7922 -4.1004 1.7129
C 2.9245 -4.6038 2.3684
C 4.0462 -4.9011 1.6280
C 4.0380 -4.6981 0.2483
C 2.8744 -4.2306 -0.3294
N 1.7805 -3.9684 0.3763
H -3.0358 -0.5648 6.1919
H -4.1434 -2.7008 6.8021
H -4.2873 -4.5272 5.0707
H -3.2922 -4.0824 2.8373
H 2.9014 -4.7248 3.4423
H 4.9355 -5.2805 2.1192
H 4.9089 -4.8999 -0.3603
H 2.8100 -4.0563 -1.3966
I -0.5506 -1.9391 -3.5144
C 0.1201 -3.5321 -2.2273
H 1.1831 -3.6074 -2.4490
H -0.3832 -4.4099 -2.6285
O 0.1351 0.4596 -0.4755
C 1.0343 -0.3550 -0.6965
O 0.9644 -1.6241 -0.5609
C 2.3585 0.1979 -1.1989
C 2.1077 1.3224 -2.2045
Ge 1.0897 2.8077 -1.4151
C 1.7827 4.4419 -2.3315
C 1.7573 5.6935 -1.7123
C 2.1688 6.8421 -2.3766
C 2.6177 6.7650 -3.6879
C 2.6488 5.5330 -4.3254
C 2.2346 4.3903 -3.6503
C -0.8284 2.8832 -1.7601
C -1.4689 1.9407 -2.5630
C -2.8387 2.0024 -2.7781
C -3.5902 3.0107 -2.1875
C -2.9655 3.9544 -1.3859
C -1.5931 3.8899 -1.1774
C 1.5261 3.0955 0.4696
C 2.7357 3.7040 0.8114
C 3.0994 3.8742 2.1409
C 2.2509 3.4370 3.1496
C 1.0458 2.8288 2.8273
C 0.6880 2.6584 1.4948
H 2.9601 -0.6077 -1.6213
H 2.8834 0.5887 -0.3204
H 1.5615 0.9231 -3.0648
H 3.0530 1.7276 -2.5741
H 1.4163 5.7715 -0.6856
H 2.1388 7.7996 -1.8692
H 2.9392 7.6589 -4.2093
H 2.9938 5.4614 -5.3506
H 2.2640 3.4375 -4.1695
H -0.9042 1.1181 -2.9872
H -3.3231 1.2415 -3.3781
H -4.6630 3.0450 -2.3333
H -3.5488 4.7306 -0.9046
H -1.1216 4.6231 -0.5304
H 3.4045 4.0512 0.0303
H 4.0460 4.3418 2.3880
H 2.5338 3.5578 4.1888
H 0.3894 2.4579 3.6048
H -0.2403 2.1497 1.2640

Output
* max |F|: 0.40 eV Å⁻¹
* frontier orbital gap: 5.5935 eV
* E_LUMO: 0.142 Ha
* energy: -10015.30011 Eh
* HOMO energy: -1.7221 eV
* relative energy (zero: lowest compared OMol25 entry of this formula, charge and spin): 0.194 eV
* total charge: -2

---

Record 3
Here is C36H35N13O2SV as an isolated structure from OMol25. Energies are from ωB97M-V with the def2-TZVPD basis set.

Element x y z (Å)
V -1.5899 -0.3094 -0.8077
C 3.6454 -2.0104 -1.8320
N 2.3751 -1.3045 -1.9552
C 1.2456 -1.5496 -1.3040
N 0.3647 -0.5802 -1.5398
C 1.0515 0.2484 -2.3780
N 2.2675 -0.1501 -2.6383
C 4.5728 -1.3256 -0.8655
C 5.9388 -1.3117 -1.1137
C 6.8151 -0.7779 -0.1788
C 6.3337 -0.2428 1.0033
C 4.9611 -0.2269 1.2389
C 4.0875 -0.7665 0.3062
C 4.4563 0.3275 2.4962
N 5.0242 0.3185 3.6455
N 4.1403 0.9432 4.5227
C 3.1130 1.2682 3.8282
O 3.2208 0.9093 2.5169
C 1.8997 1.9430 4.2890
C 1.6573 2.0242 5.6585
C 0.5121 2.6552 6.1113
C -0.3869 3.2038 5.2071
C -0.1364 3.1373 3.8424
C -1.0905 3.7971 2.8793
N -1.0590 3.1444 1.5790
C -1.4820 1.9298 1.2650
N -1.0445 1.5883 0.0581
C -0.3476 2.6932 -0.3286
N -0.3230 3.6466 0.5667
C 1.0099 2.5026 3.3837
H 4.0847 -2.0941 -2.8245
H 3.3874 -3.0157 -1.4885
H 1.0730 -2.4356 -0.7141
H 0.6349 1.1420 -2.8099
H 6.3250 -1.7292 -2.0335
H 7.8772 -0.7773 -0.3764
H 7.0047 0.1728 1.7407
H 3.0231 -0.7442 0.5091
H 2.3713 1.6010 6.3495
H 0.3187 2.7237 7.1719
H -1.2793 3.6961 5.5692
H -0.8267 4.8391 2.6912
H -2.1134 3.7688 3.2572
H -2.0970 1.3256 1.9086
H 0.1571 2.7921 -1.2730
H 1.2330 2.4613 2.3252
N -3.1510 -4.1852 -1.5184
C -2.9571 -3.0042 -0.9103
N -2.1372 -2.2149 -1.5662
C -1.7662 -2.9385 -2.7031
C -0.9440 -2.5927 -3.7785
C -0.7820 -3.5240 -4.7820
C -1.4188 -4.7762 -4.7371
C -2.2418 -5.1271 -3.6882
C -2.3989 -4.1800 -2.6816
H -3.7524 -4.9221 -1.1888
H -3.4305 -2.7506 0.0249
H -0.4518 -1.6302 -3.8340
H -0.1531 -3.2874 -5.6285
H -1.2642 -5.4764 -5.5447
H -2.7393 -6.0846 -3.6553
C -3.6814 0.0150 -4.1637
N -3.9971 1.3154 -3.6201
C -4.2086 2.4859 -4.4748
C -4.5937 3.5901 -3.4701
N -4.3728 2.9234 -2.1880
C -4.1151 1.6193 -2.3325
S -4.0435 0.5183 -1.0247
H -4.1670 -0.0843 -5.1330
H -4.0498 -0.7574 -3.4900
H -2.6030 -0.1095 -4.3011
H -4.9994 2.2755 -5.1951
H -3.2963 2.7249 -5.0247
H -5.6351 3.8965 -3.5717
H -3.9566 4.4682 -3.5627
H -4.6845 3.2823 -1.3014
O -1.5231 -1.1035 1.1359
N -0.7693 -0.9975 2.2109
C 0.5683 -0.9470 2.0996
C 1.3603 -0.8698 3.2257
C 0.7677 -0.8221 4.4776
C -0.6172 -0.8543 4.5640
C -1.3722 -0.9451 3.4143
H 0.9412 -0.9661 1.0853
H 2.4335 -0.8432 3.1057
H 1.3739 -0.7582 5.3689
H -1.1275 -0.8163 5.5151
H -2.4502 -0.9973 3.3827

Output
* spin multiplicity: 4
* max |F|: 0.92 eV Å⁻¹
* frontier orbital gap (spin up / spin down): 7.8916 / 8.2748 eV
* expectation value of S²: 3.76
* E_LUMO (spin up / spin down): -0.180 / -0.181 Ha
* energy: -3596.96745 Eh
* HOMO energy (spin up / spin down): -12.7957 / -13.1945 eV
* relative energy (zero: lowest compared OMol25 entry of this formula, charge and spin): 0.629 eV
* total charge: +2